# 1
45
Properties=species:S:1:pos:R:3:forces:R:3:nbo_charge:R:1 method="wB97M-V/def2-TZVPD" de_lowest_kcal_mol=95.5 orbital_gap_ev=8.50
C -2.2149 -2.1509 0.7926 -1.699 -1.601 -1.010 -0.6777
C -2.0528 -0.8171 0.1344 1.540 1.168 0.908 -0.2785
C -0.9028 -0.1490 0.3660 -0.662 0.153 0.086 -0.1350
C -0.3577 0.9865 -0.4420 -1.348 1.044 0.244 -0.4598
C 1.0868 0.7805 -0.8452 -1.208 1.807 0.882 -0.1066
C 2.0931 1.3412 0.1302 1.602 -2.958 -1.886 -0.6702
C 1.3776 0.5916 -2.1229 0.596 0.013 -0.943 0.0135
N 2.6346 0.8256 -2.7735 -1.712 -0.910 2.081 -0.8281
H -1.3431 -2.8264 0.6434 -0.211 0.843 0.471 0.2237
H -2.9554 -2.7346 0.1803 0.233 0.500 0.673 0.2388
H -2.6054 -2.1752 1.8264 0.342 0.115 -0.345 0.2137
H -2.8250 -0.1857 -0.3297 0.014 -1.266 -0.842 0.2102
H -0.3988 -0.3163 1.3338 0.565 -0.661 -0.855 0.2011
H -0.5097 1.9167 0.1707 0.920 -0.529 -0.211 0.1938
H -0.9851 1.2871 -1.3079 0.125 -0.913 0.160 0.2114
H 1.7850 1.3692 1.1692 -0.034 0.113 -0.188 0.2173
H 2.4816 2.2631 -0.3034 0.106 0.291 0.563 0.2192
H 2.8658 0.5004 -0.0581 -0.140 1.712 1.160 0.2256
H 0.5975 0.3753 -2.8326 -0.281 -0.174 0.088 0.1941
H 2.9755 1.6685 -2.3218 0.582 0.132 -1.127 0.3814
H 2.3893 0.7918 -3.7451 0.876 0.816 -0.427 0.3888
O -0.5686 -2.3888 -2.7590 0.511 -0.494 2.471 -0.9427
H -0.8290 -1.8151 -2.0139 -0.824 0.522 -0.479 0.4653
H -0.0064 -2.8725 -2.1183 0.685 -0.684 -0.948 0.5017
O -2.5923 1.7515 1.8937 -1.025 0.535 1.372 -0.9640
H -1.8436 2.2974 1.6599 0.185 -0.448 -0.487 0.4803
H -2.7662 0.9985 1.3325 0.742 0.164 -0.447 0.4836
O 0.8611 2.3970 3.1831 -0.220 0.008 -0.014 -0.9398
H 1.1192 1.5117 3.4590 0.139 0.054 -0.032 0.4710
H 1.6526 2.7942 2.8076 0.069 -0.032 0.095 0.4749
O -0.7439 -1.1071 4.1418 0.341 -0.404 -0.089 -0.9534
H -1.6747 -1.2116 3.9304 -0.092 0.347 0.082 0.4777
H -0.5838 -0.1814 4.3384 -0.371 0.106 -0.005 0.4787
O 0.7165 3.9993 -1.5297 1.463 0.313 -0.479 -0.9651
H 0.5021 4.0605 -0.6002 -0.857 -0.196 -0.192 0.4816
H 0.0223 3.7505 -2.1381 -0.560 -0.065 0.643 0.4881
O -1.0870 -0.4260 -4.2148 0.263 0.440 1.103 -0.9500
H -1.7377 -0.1806 -3.5368 -0.176 0.160 -0.639 0.4470
H -0.4923 -0.9559 -3.6240 -0.416 -0.021 -1.363 0.4825
O 0.9760 -2.6386 2.0709 0.430 -0.377 0.275 -0.9651
H 0.1444 -2.2887 1.7379 -0.075 0.001 0.352 0.4866
H 0.8180 -3.0454 2.9320 -0.259 0.317 -0.133 0.4896
O 1.5059 -2.7218 -0.4783 -0.744 -0.834 -1.345 -1.0068
H 1.9544 -1.8760 -0.5056 0.130 -0.040 0.652 0.4913
H 1.5169 -3.1935 0.3670 0.456 0.933 0.122 0.5104

# 2
18
Properties=species:S:1:pos:R:3:forces:R:3:nbo_charge:R:1 method="wB97M-V/def2-TZVPD" s2=2.16 spin_multiplicity=3 orbital_gap_ev="6.05 / 6.74"
Ni -0.4331 0.3913 -2.0355 -0.248 0.195 -0.832 1.1355
I 1.2044 -0.3572 -3.8651 0.229 -0.145 0.226 0.0169
C -0.8278 0.7595 -3.9542 0.093 -0.071 0.289 -0.7371
I -2.5858 1.6200 -2.7086 -0.114 0.032 0.347 0.0174
H -1.3769 0.0718 -4.5788 0.012 0.027 -0.005 0.2179
H -0.5085 1.6624 -4.4515 -0.015 -0.024 -0.010 0.2179
Br 0.1721 -2.3014 4.3443 -0.014 -0.015 -0.018 0.1338
C 0.2686 -1.1886 2.8359 0.106 0.138 0.118 -0.1373
C 0.9514 0.0770 2.9346 -0.063 -0.177 0.089 -0.1184
Br 1.7249 0.5803 4.5690 0.005 0.021 -0.014 0.1331
C 1.0394 0.9071 1.8539 -0.090 -0.036 -0.219 -0.2276
Br 1.9024 2.5678 1.8891 0.050 0.065 0.043 0.1218
C 0.4573 0.5367 0.6006 0.118 0.172 0.081 0.3926
O 0.5180 1.2704 -0.4274 -0.059 -0.156 0.005 -0.7144
C -0.2381 -0.7449 0.5014 -0.082 -0.201 0.055 0.3138
O -0.7538 -1.0660 -0.6075 0.107 0.133 0.025 -0.6976
C -0.3048 -1.5813 1.6604 -0.002 0.123 -0.212 -0.1896
Br -1.2096 -3.2049 1.4394 -0.034 -0.081 0.032 0.1214

# 3
22
Properties=species:S:1:pos:R:3:forces:R:3:nbo_charge:R:1 method="wB97M-V/def2-TZVPD" de_lowest_kcal_mol=8.7 s2=0.82 spin_multiplicity=2 orbital_gap_ev="7.63 / 7.90"
Fe 0.5344 1.0621 1.1672 -0.226 -0.254 0.419 1.1014
I -0.9024 3.5782 0.6204 -0.029 0.054 0.048 0.2392
C -2.7035 2.5147 1.0090 0.039 0.095 0.019 -0.7247
I -2.2143 0.8359 2.1982 -0.004 0.134 -0.208 0.3144
H -3.0845 2.1673 0.0569 -0.006 0.001 0.024 0.2384
H -3.4067 3.1668 1.5128 0.049 -0.008 0.034 0.2402
Cl 1.3820 1.7949 -1.4574 -0.036 -0.040 -0.090 0.0457
C 0.6145 0.2334 -1.4295 -0.047 -0.048 0.019 0.0065
C 0.1472 -0.2116 -0.2005 0.096 -0.113 -0.334 -0.2576
C -0.3925 -1.4935 -0.1408 -0.053 0.055 -0.151 -0.0748
Cl -0.9285 -2.1795 1.3408 0.037 -0.118 0.082 0.0659
C -0.5181 -2.2630 -1.3039 0.010 0.040 -0.026 -0.0807
Cl -1.2320 -3.8248 -1.2463 0.017 0.020 0.055 0.0711
C -0.0688 -1.7713 -2.5296 0.013 0.075 0.029 -0.0735
Cl -0.2315 -2.7094 -3.9565 0.005 -0.017 -0.004 0.0738
C 0.5161 -0.5087 -2.5993 -0.043 0.002 0.104 -0.1259
Cl 1.0976 0.1168 -4.0862 0.008 0.004 0.003 0.0715
O 2.3549 1.0470 1.2924 0.192 0.089 -0.157 -0.9160
S 2.3938 -0.1892 2.2570 -0.048 0.121 -0.066 2.5279
O 3.1661 0.0725 3.4194 0.030 0.096 0.082 -0.9108
O 0.8480 -0.0491 2.5552 -0.049 -0.167 0.063 -0.8982
O 2.6283 -1.3893 1.5208 0.047 -0.018 0.056 -0.9337

# 4
62
Properties=species:S:1:pos:R:3:forces:R:3:nbo_charge:R:1 method="wB97M-V/def2-TZVPD" de_lowest_kcal_mol=121.8 orbital_gap_ev=8.97
N 2.7027 -2.8484 -1.4907 1.361 0.488 -5.001 -0.8229
C 2.2031 -2.8712 -0.3101 -0.715 1.999 0.170 0.7379
N 2.5426 -3.8977 0.3302 1.765 -6.639 3.776 -0.7972
O 1.5576 -2.0083 0.2016 -2.421 3.801 1.051 -0.7258
H 3.1969 -3.6638 -1.8239 -0.054 0.573 -0.309 0.3836
H 2.4519 -2.1010 -2.1220 0.238 -0.009 -0.261 0.4245
H 2.8801 -4.6855 -0.2042 0.075 -0.068 0.682 0.3756
H 2.3029 -4.0482 1.2998 -0.171 0.161 -0.329 0.4188
N -1.3067 -3.2144 -0.8866 3.380 -0.003 -1.122 -0.8262
C -2.5125 -3.3328 -0.3742 1.063 -2.607 -0.310 0.7453
N -3.2987 -2.3531 -0.6041 -2.503 3.617 -0.561 -0.8287
O -2.9490 -4.3293 0.1320 -0.245 -2.491 1.607 -0.6836
H -0.6399 -3.9681 -0.8003 -0.308 0.238 0.136 0.4054
H -0.9793 -2.3655 -1.3250 -0.041 -0.531 0.531 0.3738
H -4.1639 -2.5662 -0.1286 -0.354 1.286 -0.363 0.4228
H -2.8872 -1.4955 -0.9435 -1.075 0.321 0.451 0.3863
N 3.6928 -0.2913 3.9424 4.721 -0.904 0.338 -0.8152
C 2.4371 -0.0141 3.9062 -4.285 0.795 -0.069 0.7532
N 2.0124 0.1213 2.6267 -0.605 0.493 -1.383 -0.8526
O 1.6769 0.1167 4.8411 -0.046 0.116 0.881 -0.6520
H 4.1919 -0.2107 4.8168 -0.068 -0.034 -0.275 0.4094
H 4.1529 -0.0606 3.0734 0.667 -0.135 0.667 0.3748
H 2.5866 -0.2300 1.8737 -0.757 -0.033 0.044 0.3726
H 1.0465 0.3746 2.4751 0.261 -0.418 0.021 0.4070
N -2.9244 1.0979 2.4625 1.025 4.130 -0.736 -0.8366
C -2.7649 -0.1093 2.9327 0.170 0.261 -1.333 0.7505
N -3.9260 -0.6870 2.9358 -2.773 -3.539 1.121 -0.8411
O -1.7210 -0.6840 3.0513 2.422 -0.867 0.345 -0.6709
H -2.0864 1.6444 2.3236 -0.557 0.534 0.194 0.4073
H -3.8631 1.4675 2.4149 0.694 0.510 -0.177 0.3889
H -4.8024 -0.1890 2.9993 0.195 -0.718 0.014 0.3949
H -3.7736 -1.6837 2.9951 -1.216 -0.118 0.363 0.4187
N 1.1585 3.2339 0.7172 -0.269 -2.670 2.333 -0.8447
C 1.2503 4.3788 0.0842 -2.455 1.475 0.391 0.7458
N 1.9720 4.2846 -0.9895 2.764 0.045 -3.591 -0.8371
O 0.6067 5.3788 0.3301 -0.419 0.993 0.878 -0.6785
H 1.5071 2.4021 0.2626 -0.101 -0.044 0.404 0.4069
H 0.5676 3.1573 1.5327 0.256 0.097 -0.278 0.3979
H 2.6063 3.5081 -1.1110 -0.105 0.297 -0.332 0.3927
H 1.8965 5.0352 -1.6611 0.345 -0.256 0.229 0.4067
N -1.6290 2.4845 -2.3456 3.896 -0.693 -2.350 -0.8285
C -2.6400 2.7465 -1.5637 -4.488 4.828 -6.225 0.7392
N -2.6751 1.9759 -0.6039 -0.875 -4.328 7.107 -0.8155
O -3.5907 3.4724 -1.9281 0.827 0.341 0.684 -0.7128
H -1.0701 1.7179 -1.9990 0.641 0.375 -0.854 0.3680
H -1.4596 2.8833 -3.2579 -0.273 0.063 0.560 0.4078
H -3.4983 1.9823 -0.0188 0.453 -0.160 -0.071 0.4020
H -1.9124 1.3201 -0.5127 -0.476 -0.065 0.978 0.4087
N 0.2679 0.1034 -4.3746 -1.170 1.552 -4.545 -0.8078
C 0.9411 -0.4813 -3.4277 1.009 2.463 0.253 0.7707
N 0.0692 -0.8907 -2.5588 -1.169 -2.926 4.097 -0.8672
O 2.1294 -0.3536 -3.1801 1.168 -0.476 -0.006 -0.7034
H 0.6124 0.8882 -4.9089 0.192 -0.577 -0.169 0.4165
H -0.7277 -0.0658 -4.3575 0.305 0.663 -0.410 0.3846
H 0.4738 -0.8913 -1.6334 -0.684 -0.882 0.425 0.4281
H -0.8805 -1.1560 -2.7773 0.335 0.331 0.290 0.3955
O 2.6925 0.9118 -0.5308 -0.142 0.409 0.288 -0.9679
H 3.3144 0.4963 0.0666 0.151 0.003 0.117 0.4707
H 2.6459 0.3177 -1.2799 -0.068 -0.288 -0.738 0.5006
O -0.7406 0.2335 0.1603 0.168 -0.055 -0.419 -0.9870
H -1.1068 0.0205 1.0187 -0.233 -0.454 0.720 0.5043
H 0.1832 -0.0080 0.2268 0.573 -0.267 0.072 0.5054

# 5
54
Properties=species:S:1:pos:R:3:forces:R:3:nbo_charge:R:1 method="wB97M-V/def2-TZVPD" s2=0.76 spin_multiplicity=2 orbital_gap_ev="9.20 / 8.92"
N -1.7244 -14.1339 19.8433 -0.347 0.111 0.800 -0.9303
H -2.1939 -13.5022 20.4763 -0.143 0.291 0.489 0.4480
H -1.5940 -13.6385 18.9728 0.478 0.199 -1.042 0.4463
H -2.3421 -14.9245 19.7273 -0.364 -0.836 -0.408 0.4521
H -0.8723 -14.4747 20.2649 0.790 0.109 -0.060 0.4470
C -0.3573 -12.1066 17.1754 1.039 0.384 -0.138 0.8833
O -1.2585 -12.8671 17.3526 -5.437 -4.305 1.308 -0.7290
O -0.4630 -11.4131 16.1786 -0.155 3.228 -4.288 -0.3311
O 0.6067 -12.0131 17.8755 4.337 0.700 3.405 -0.7185
O 0.1029 -11.8428 20.5801 -0.400 0.148 1.163 -1.0066
H 0.3764 -10.9256 20.5693 0.207 0.281 -0.187 0.4885
H 0.2040 -12.1340 19.6739 0.529 -0.238 -1.279 0.5147
O -2.0692 -14.5255 22.7549 -0.285 -0.978 -0.358 -0.9881
H -1.6123 -13.7129 22.9719 0.366 0.809 0.277 0.4947
H -2.8676 -14.5000 23.2822 -0.155 -0.130 0.090 0.4671
O 0.7734 -15.0044 20.8660 -0.058 -0.186 -0.088 -0.9524
H 0.5282 -15.4071 21.6991 -0.162 -0.205 0.366 0.4864
H 1.6470 -14.6454 21.0210 0.218 0.278 -0.094 0.4920
O 0.0468 -15.2915 17.1424 0.204 -0.983 0.051 -0.9743
H -0.4839 -14.4954 17.1725 -0.370 0.624 -0.134 0.4858
H 0.8809 -15.0390 17.5383 0.207 0.112 0.059 0.4659
O -2.0960 -10.3059 18.9634 -0.158 0.486 -0.082 -0.9122
H -1.5347 -11.0793 19.0176 0.105 -0.265 -0.055 0.4708
H -2.4448 -10.2001 19.8485 0.021 0.131 -0.007 0.4382
O -3.4986 -12.2842 20.8192 -0.100 0.135 0.133 -0.9369
H -3.3401 -11.3896 21.1202 0.020 0.137 0.108 0.4716
H -4.4009 -12.4689 21.0799 -0.293 -0.163 0.021 0.4874
O -0.8119 -12.1717 23.0991 -0.189 0.038 0.868 -0.9702
H -0.5397 -12.0715 22.1869 0.492 -0.042 -0.985 0.5044
H -1.2669 -11.3551 23.3049 -0.112 0.135 0.247 0.4704
C -0.4389 -20.6872 19.4793 -0.296 -0.367 0.308 -0.6411
C -1.3582 -19.4729 19.7180 2.324 0.920 -0.092 0.0963
C -0.4743 -18.2257 20.1147 -0.406 -0.604 -0.007 -0.6391
O -1.9913 -19.1677 18.5009 -1.107 0.321 -0.358 -0.7336
H -0.0051 -21.0711 20.4026 0.055 0.068 0.036 0.2139
H 0.3732 -20.4714 18.7850 0.166 0.580 0.167 0.2052
H -0.9269 -21.5188 18.9709 -0.560 0.022 0.304 0.2201
H -2.1286 -19.6037 20.4779 -0.007 -0.344 -0.168 0.1843
H -1.0262 -17.2874 20.0586 -0.237 -0.156 0.258 0.2115
H 0.3501 -18.0773 19.4172 0.085 -0.315 -0.136 0.2114
H -0.0463 -18.3329 21.1115 -0.040 -0.023 0.057 0.2083
H -1.3035 -18.9538 17.8663 0.118 0.089 -0.222 0.4747
C -4.6028 -14.6578 18.4099 0.284 -1.037 0.689 -0.6257
C -4.3127 -16.1658 18.4473 0.511 0.467 -2.205 0.1081
C -3.9854 -16.6490 17.0228 -1.317 -0.524 -0.385 -0.6483
O -3.1874 -16.4035 19.2580 0.108 0.534 1.056 -0.7729
H -3.6846 -14.1381 18.1363 -0.196 0.173 -0.068 0.2224
H -4.9007 -14.4262 19.4325 -0.151 0.651 -0.076 0.1918
H -5.3852 -14.4189 17.6896 -0.006 -0.030 0.190 0.2267
H -5.1743 -16.7106 18.8331 -0.084 -0.096 0.027 0.1598
H -3.5029 -17.6264 17.0333 0.068 0.035 0.017 0.2172
H -3.4857 -15.9935 16.3096 0.580 0.381 0.733 0.2267
H -4.9425 -16.7851 16.5192 -0.256 -0.309 -0.049 0.2063
H -2.8153 -17.2669 19.0638 0.073 -0.443 -0.257 0.5108

What did the second record say?
18
Properties=species:S:1:pos:R:3:forces:R:3:nbo_charge:R:1 method="wB97M-V/def2-TZVPD" s2=2.16 spin_multiplicity=3 orbital_gap_ev="6.05 / 6.74"
Ni -0.4331 0.3913 -2.0355 -0.248 0.195 -0.832 1.1355
I 1.2044 -0.3572 -3.8651 0.229 -0.145 0.226 0.0169
C -0.8278 0.7595 -3.9542 0.093 -0.071 0.289 -0.7371
I -2.5858 1.6200 -2.7086 -0.114 0.032 0.347 0.0174
H -1.3769 0.0718 -4.5788 0.012 0.027 -0.005 0.2179
H -0.5085 1.6624 -4.4515 -0.015 -0.024 -0.010 0.2179
Br 0.1721 -2.3014 4.3443 -0.014 -0.015 -0.018 0.1338
C 0.2686 -1.1886 2.8359 0.106 0.138 0.118 -0.1373
C 0.9514 0.0770 2.9346 -0.063 -0.177 0.089 -0.1184
Br 1.7249 0.5803 4.5690 0.005 0.021 -0.014 0.1331
C 1.0394 0.9071 1.8539 -0.090 -0.036 -0.219 -0.2276
Br 1.9024 2.5678 1.8891 0.050 0.065 0.043 0.1218
C 0.4573 0.5367 0.6006 0.118 0.172 0.081 0.3926
O 0.5180 1.2704 -0.4274 -0.059 -0.156 0.005 -0.7144
C -0.2381 -0.7449 0.5014 -0.082 -0.201 0.055 0.3138
O -0.7538 -1.0660 -0.6075 0.107 0.133 0.025 -0.6976
C -0.3048 -1.5813 1.6604 -0.002 0.123 -0.212 -0.1896
Br -1.2096 -3.2049 1.4394 -0.034 -0.081 0.032 0.1214